[1]
This record from the OMol25 dataset describes the molecule BrClH3N2P. The level of theory is wB97M-V/def2-TZVPD.

Calculated values
Charge   0
SMILES   NNP(Cl)Br
Lowest unoccupied orbital energy   0.44 eV
Calculated total energy   -3486.80108 a.u.
Energy relative to the best compared isomer or geometry (same formula, charge and spin)   3.394 eV
Orbital gap   10.1 eV

CARTESIAN COORDINATES (ANGSTROEM)
N 0.3740 -0.9980 -1.0777
N 0.3315 -0.7756 0.3883
P 1.7906 -1.2015 1.2461
Cl 1.6866 0.1547 2.7113
Br 3.3373 0.0365 0.1972
H -0.5714 -1.1849 -1.4614
H 0.3938 0.0151 -0.8495
H 0.6248 0.1806 0.7305

These are the Löwdin partial charges, in e, on atoms 1 to 2: atom 1 (N): -0.045, atom 2 (N): -0.470

[2]
This record from the OMol25 dataset describes the molecule CH2N4. The level of theory is wB97M-V/def2-TZVPD.

Calculated values
Charge   0
SMILES   c1nnn[nH]1
Lowest unoccupied orbital energy   0.68 eV
Calculated total energy   -258.28493 a.u.
Energy relative to the best compared isomer or geometry (same formula, charge and spin)   1.655 eV
Orbital gap   11.7 eV

CARTESIAN COORDINATES (ANGSTROEM)
C 0.6911 -0.7970 -0.1914
N 1.1198 0.3604 0.1902
N -0.0015 1.1041 0.3624
N -1.0787 0.4302 0.0725
N -0.6427 -0.7631 -0.3129
H 1.3525 -1.6373 -0.4191
H -1.2769 -1.5015 -0.6179

These are the Löwdin partial charges, in e, on atoms 1 to 2: atom 1 (C): -0.223, atom 2 (N): 0.010

[3]
This record from the OMol25 dataset describes the molecule C4H8N2O2. The level of theory is wB97M-V/def2-TZVPD.

Calculated values
Charge   0
SMILES   [H]/N=C\N(O)[C@H](C)C=O
Lowest unoccupied orbital energy   0.29 eV
Calculated total energy   -416.99695 a.u.
Energy relative to the best compared isomer or geometry (same formula, charge and spin)   7.048 eV
Orbital gap   10.2 eV

CARTESIAN COORDINATES (ANGSTROEM)
H 2.8675 -0.0891 -0.0658
N 2.4796 -1.1213 0.0128
C 1.2273 -0.9092 -0.5359
N 0.6619 0.4270 -0.8456
O 1.5141 1.4417 -0.4743
C -0.6933 0.5466 -0.2888
C -0.9287 0.0835 1.2100
C -1.7869 -0.2303 -0.9826
O -2.9003 -0.2845 -0.4095
H 0.5602 -1.8041 -0.3856
H 2.0025 1.1813 0.4884
H -1.0565 1.6081 -0.2812
H -0.0680 -0.8408 1.3407
H -0.5235 1.0027 1.6662
H -2.0639 -0.1350 1.5449
H -1.2924 -0.8768 -1.9938

These are the Löwdin partial charges, in e, on atoms 1 to 2: atom 1 (H): 0.046, atom 2 (N): 0.062